An isolated molecule of C5H7NO, computed with ωB97M-V with the def2-TZVPD basis set.

Computed properties:
Electronic energy in a.u.: -324.67487
Spin multiplicity: 1

Positions of all 14 atoms, in Å:
1 O 1.222576 2.127779 -0.971826
2 C 0.706845 1.252393 -0.332778
3 C 1.420965 -0.016360 0.175141
4 C 0.554218 -1.221258 -0.141682
5 C -0.771151 -1.122178 -0.221292
6 C -1.499098 0.175805 0.006391
7 N -0.606918 1.334582 0.242237
8 H 1.593491 0.015918 1.270366
9 H 2.404196 -0.050218 -0.284096
10 H 1.047505 -2.175070 -0.314034
11 H -1.380492 -1.987682 -0.474789
12 H -2.131683 0.102964 0.901438
13 H -2.188095 0.375959 -0.822528
14 H -0.205795 1.114293 1.157857

Atomic forces in eV per Å
O -0.344 -0.589 0.080
C 0.668 -0.151 -0.018
C 0.193 0.137 -0.359
C -0.190 0.025 -0.104
C 0.203 0.010 -0.046
C -0.066 -0.109 -0.019
N 0.371 -0.131 0.382
H -0.095 0.284 -0.428
H 0.058 -0.240 -0.130
H -0.063 0.141 0.050
H 0.123 0.082 0.074
H 0.030 -0.072 -0.215
H 0.243 0.122 0.027
H -1.129 0.490 0.707

These are the Löwdin partial charges, in e, on atoms 1 to 2: number 1, O, carries 0.123; number 2, C, carries -0.453